C6H4N2O2 | wB97M-V/def2-TZVPD

## Properties
Relative energy (zero: lowest compared OMol25 entry of this formula, charge and spin) ... 0.0 kJ/mol
⟨S²⟩ ... 2.0201
E_HOMO (alpha / beta) ... -7.252 / -9.830 eV
Frontier orbital gap (alpha / beta) ... 8.03 / 6.99 eV
E_tot ... -490.72884 a.u.
2S+1 ... 3
E_LUMO (alpha / beta) ... 0.78 / -2.84 eV
Maximum force ... 5.457 eV/A

Structure (XYZ):
```
14
C6H4N2O2 (wB97M-V/def2-TZVPD)
C -1.70285 -0.73663 -0.03829
C -1.72247 0.69209 0.04456
C -0.53771 -1.41010 -0.09232
C -0.59431 1.42608 0.09026
C 0.69886 -0.69315 -0.07905
C 0.69273 0.78123 -0.00964
N 1.80275 -1.32841 0.12992
N 1.75401 1.47785 0.09910
O 2.95372 -0.74918 0.17407
O 3.06921 0.59560 -0.29552
H -2.64385 -1.26254 -0.05768
H -2.68196 1.18473 0.05966
H -0.48050 -2.48231 -0.15733
H -0.60762 2.50472 0.13225
```

Atom charges from the Löwdin analysis, given in e for atoms 1 to 4: atom 1 (C): -0.064, atom 2 (C): -0.082, atom 3 (C): -0.010, atom 4 (C): -0.012

***

C4H9N | wB97M-V/def2-TZVPD

## Properties
Relative energy (zero: lowest compared OMol25 entry of this formula, charge and spin) ... 37.9 kJ/mol
E_HOMO ... -7.721 eV
SMILES ... CC(C)=CN
Frontier orbital gap ... 8.84 eV
E_tot ... -212.53675 a.u.
E_LUMO ... 1.11 eV
Maximum force ... 1.291 eV/A

Structure (XYZ):
```
14
C4H9N (wB97M-V/def2-TZVPD)
C -0.10096 -0.79938 1.16851
C -0.03188 0.27365 0.13516
C -0.48039 1.68781 0.43220
C 0.17992 -0.03959 -1.13885
N 0.56177 -1.32144 -1.57268
H 0.81530 -1.36385 1.37244
H -0.33777 -0.37022 2.14291
H -0.87020 -1.55067 0.94493
H -0.65457 1.77652 1.50917
H 0.27991 2.42934 0.18983
H -1.38797 1.97744 -0.08465
H 0.05934 0.65143 -1.97117
H 1.25707 -1.36744 -2.30208
H 0.71044 -1.98359 -0.82572
```

Atom charges from the Löwdin analysis, given in e for atoms 1 to 4: atom 1 (C): -0.087, atom 2 (C): -0.359, atom 3 (C): -0.080, atom 4 (C): -0.195

***

C26H30N4O2 | wB97M-V/def2-TZVPD

## Properties
Relative energy (zero: lowest compared OMol25 entry of this formula, charge and spin) ... 206.3 kJ/mol
E_HOMO ... -7.559 eV
SMILES ... Cc1ccc(-n2c(C)cc(/C=N/NC(=O)c3ccc(CN4CCOCC4)cc3)c2C)cc1
Frontier orbital gap ... 8.25 eV
E_tot ... -1378.24794 a.u.
E_LUMO ... 0.69 eV
Maximum force ... 1.167 eV/A

Structure (XYZ):
```
62
C26H30N4O2 (wB97M-V/def2-TZVPD)
C -5.45000 -1.20808 -0.35674
C -4.40260 -0.14603 -0.23549
C -4.32560 0.90471 -1.13966
C -3.33062 1.86092 -1.03912
C -2.39145 1.77820 -0.02065
N -1.33767 2.71184 0.07034
C -1.46379 4.06004 0.31940
C -2.79142 4.70154 0.51889
C -0.20985 4.59572 0.36642
C 0.72161 3.54433 0.13670
C 2.14619 3.66654 0.09276
N 2.89100 2.63435 0.02178
N 4.22930 2.76391 -0.04017
C 5.06557 1.69102 -0.15403
O 6.25615 1.85095 -0.33909
C 4.40557 0.36054 -0.04325
C 4.69978 -0.62247 -0.97985
C 4.07875 -1.85715 -0.91366
C 3.17749 -2.13932 0.10317
C 2.47338 -3.46625 0.19318
N 1.03737 -3.27114 0.32078
C 0.33359 -4.48027 0.70596
C -1.14200 -4.14090 0.92061
O -1.72538 -3.60266 -0.24274
C -1.02698 -2.44878 -0.65160
C 0.45098 -2.74512 -0.89981
C 2.92021 -1.16664 1.06302
C 3.52031 0.07430 0.99120
C -0.02003 2.38547 -0.04026
C 0.43347 1.01696 -0.38835
C -2.47192 0.74195 0.90390
C -3.46822 -0.20683 0.79346
H -6.11399 -1.01083 -1.19420
H -4.97680 -2.17817 -0.50526
H -6.04377 -1.26427 0.55457
H -5.04581 0.97238 -1.94218
H -3.26785 2.66228 -1.75988
H -2.66398 5.65164 1.03077
H -3.44229 4.06170 1.11384
H -3.28711 4.89279 -0.43376
H 0.03332 5.62335 0.55244
H 2.56109 4.68229 0.12624
H 4.65590 3.69364 -0.09180
H 5.40599 -0.40489 -1.76707
H 4.29887 -2.60784 -1.65959
H 2.81428 -3.99025 1.09244
H 2.72692 -4.09255 -0.68047
H 0.75785 -4.86029 1.63807
H 0.41574 -5.26561 -0.06729
H -1.71399 -5.03784 1.16468
H -1.22353 -3.41651 1.74541
H -1.51480 -2.10292 -1.56475
H -1.11215 -1.67292 0.12266
H 0.97099 -1.82548 -1.17293
H 0.54196 -3.46760 -1.73170
H 2.23025 -1.39546 1.86121
H 3.30678 0.82250 1.73812
H -0.29438 0.52567 -1.03300
H 0.57435 0.40461 0.50135
H 1.39567 1.08173 -0.88873
H -1.74880 0.69099 1.70429
H -3.52393 -1.01378 1.50944
```

Atom charges from the Löwdin analysis, given in e for atoms 1 to 4: atom 1 (C): -0.044, atom 2 (C): -0.276, atom 3 (C): -0.031, atom 4 (C): 0.000

***

Q: The highest E_tot belongs to which entry?
A: C4H9N

***

Q: Among the records above, which one has the lowest maximum force?
A: C26H30N4O2

***

Q: The highest E_tot belongs to which entry?
A: C4H9N

***

What did the third record say?
C26H30N4O2 | wB97M-V/def2-TZVPD

## Properties
Relative energy (zero: lowest compared OMol25 entry of this formula, charge and spin) ... 206.3 kJ/mol
E_HOMO ... -7.559 eV
SMILES ... Cc1ccc(-n2c(C)cc(/C=N/NC(=O)c3ccc(CN4CCOCC4)cc3)c2C)cc1
Frontier orbital gap ... 8.25 eV
E_tot ... -1378.24794 a.u.
E_LUMO ... 0.69 eV
Maximum force ... 1.167 eV/A

Structure (XYZ):
```
62
C26H30N4O2 (wB97M-V/def2-TZVPD)
C -5.45000 -1.20808 -0.35674
C -4.40260 -0.14603 -0.23549
C -4.32560 0.90471 -1.13966
C -3.33062 1.86092 -1.03912
C -2.39145 1.77820 -0.02065
N -1.33767 2.71184 0.07034
C -1.46379 4.06004 0.31940
C -2.79142 4.70154 0.51889
C -0.20985 4.59572 0.36642
C 0.72161 3.54433 0.13670
C 2.14619 3.66654 0.09276
N 2.89100 2.63435 0.02178
N 4.22930 2.76391 -0.04017
C 5.06557 1.69102 -0.15403
O 6.25615 1.85095 -0.33909
C 4.40557 0.36054 -0.04325
C 4.69978 -0.62247 -0.97985
C 4.07875 -1.85715 -0.91366
C 3.17749 -2.13932 0.10317
C 2.47338 -3.46625 0.19318
N 1.03737 -3.27114 0.32078
C 0.33359 -4.48027 0.70596
C -1.14200 -4.14090 0.92061
O -1.72538 -3.60266 -0.24274
C -1.02698 -2.44878 -0.65160
C 0.45098 -2.74512 -0.89981
C 2.92021 -1.16664 1.06302
C 3.52031 0.07430 0.99120
C -0.02003 2.38547 -0.04026
C 0.43347 1.01696 -0.38835
C -2.47192 0.74195 0.90390
C -3.46822 -0.20683 0.79346
H -6.11399 -1.01083 -1.19420
H -4.97680 -2.17817 -0.50526
H -6.04377 -1.26427 0.55457
H -5.04581 0.97238 -1.94218
H -3.26785 2.66228 -1.75988
H -2.66398 5.65164 1.03077
H -3.44229 4.06170 1.11384
H -3.28711 4.89279 -0.43376
H 0.03332 5.62335 0.55244
H 2.56109 4.68229 0.12624
H 4.65590 3.69364 -0.09180
H 5.40599 -0.40489 -1.76707
H 4.29887 -2.60784 -1.65959
H 2.81428 -3.99025 1.09244
H 2.72692 -4.09255 -0.68047
H 0.75785 -4.86029 1.63807
H 0.41574 -5.26561 -0.06729
H -1.71399 -5.03784 1.16468
H -1.22353 -3.41651 1.74541
H -1.51480 -2.10292 -1.56475
H -1.11215 -1.67292 0.12266
H 0.97099 -1.82548 -1.17293
H 0.54196 -3.46760 -1.73170
H 2.23025 -1.39546 1.86121
H 3.30678 0.82250 1.73812
H -0.29438 0.52567 -1.03300
H 0.57435 0.40461 0.50135
H 1.39567 1.08173 -0.88873
H -1.74880 0.69099 1.70429
H -3.52393 -1.01378 1.50944
```

Atom charges from the Löwdin analysis, given in e for atoms 1 to 4: atom 1 (C): -0.044, atom 2 (C): -0.276, atom 3 (C): -0.031, atom 4 (C): 0.000